No. 1
This record from OMol25 describes a molecular structure, C18H32NO5P2ReS. The level of theory is ωB97M-V with the def2-TZVPD basis set.

As for the charge: +1. Its gap between HOMO and LUMO (alpha / beta) is 7.9 / 6.1 eV. Its spin multiplicity is 4. The calculation puts the total energy at -2294.88148 a.u. The highest occupied orbital energy (alpha / beta) comes out at -10.66 / -11.22 eV. Its expectation value of S² is 3.793. The value obtained for the lowest unoccupied orbital energy (alpha / beta) is -2.715 / -5.097 eV.

Each line ends with the natural charge from an NBO analysis.
Element x y z (Å)
Re1 -0.40787 -0.53209 0.23259  0.1585
S1 1.83778 1.55743 1.40023  2.3770
P1 -2.16997 0.03406 -1.10164  1.1117
P2 1.17646 -2.02513 1.15703  1.0609
O1 0.62262 0.93666 0.51839  -0.8232
O2 2.91544 -1.05144 -4.48482  -0.9262
O3 3.10873 1.18052 0.80577  -0.9157
O4 2.51828 -5.62226 -2.59736  -0.9376
O5 1.60103 1.27696 2.78786  -0.9129
N1 -1.53914 -2.47939 0.25752  -0.4510
C1 -3.55414 -3.68291 -0.17929  -0.2119
C2 -1.57538 -4.90213 0.39538  -0.1707
C3 -2.81949 -2.49335 -0.14119  0.2703
C4 0.14897 5.19177 1.62106  -0.2224
C5 0.96666 7.50625 1.02920  -0.6394
C6 -3.46160 -1.20022 -0.58205  -0.7588
C7 -2.91652 -4.90005 0.07427  -0.1513
C8 1.48615 3.25342 1.15146  -0.4095
C9 2.88974 -2.05376 0.56937  -0.9544
C10 0.39501 -3.63383 1.14377  -0.4003
C11 -2.83050 1.67200 -0.68436  -0.9414
C12 2.42865 4.04218 0.49283  -0.1521
C13 1.36145 -1.80571 2.95062  -0.9411
C14 -0.90150 -3.67161 0.61111  0.1173
C15 1.10893 6.00959 1.01128  0.0251
C16 -2.37596 0.00597 -2.90626  -0.9550
C17 0.32859 3.81501 1.70304  -0.1162
C18 2.23249 5.41859 0.42419  -0.2123
H1 2.92875 -1.23259 -3.52577  0.4647
H2 -2.95685 1.74050 0.40535  0.2627
H3 -0.96990 -5.80378 0.51714  0.2393
H4 -3.46735 -5.83443 -0.00079  0.2449
H5 1.79588 7.98212 1.56856  0.2355
H6 2.98553 6.04402 -0.06088  0.2272
H7 -1.70913 0.76082 -3.34220  0.2587
H8 0.95061 -4.59366 1.14234  0.2462
H9 1.95611 -1.09511 -4.72525  0.4631
H10 2.50435 -6.57220 -2.56850  0.4720
H11 -4.03368 -0.72722 0.23051  0.2789
H12 -4.61487 -3.61696 -0.40565  0.2392
H13 -3.79113 1.81693 -1.20049  0.2371
H14 2.95778 -2.32834 -0.48841  0.2504
H15 0.42356 -2.13458 3.40422  0.2483
H16 -2.10085 2.42216 -1.02787  0.2602
H17 0.96440 7.93108 0.01842  0.2316
H18 1.77751 -5.40826 -3.19859  0.4665
H19 3.36732 -1.07740 0.72091  0.2974
H20 -0.72949 5.66041 2.07189  0.2220
H21 0.03990 7.79974 1.52906  0.2210
H22 2.18290 -2.45422 3.26830  0.2301
H23 3.32151 3.57123 0.08988  0.2470
H24 0.47312 -0.62684 -1.21846  0.0814
H25 3.40785 -2.82422 1.14531  0.2445
H26 -0.39277 3.19957 2.23847  0.2279
H27 -2.12110 -0.97904 -3.31612  0.2466
H28 1.56309 -0.77636 3.24973  0.2923
H29 -4.14581 -1.36200 -1.42831  0.2487
H30 -1.29049 -0.35858 1.67419  -0.1508
H31 -0.42600 -1.21438 -1.29736  0.0970
H32 -3.42568 0.24508 -3.12964  0.2511

No. 2
This record from OMol25 describes a single C6H8 molecule. The level of theory is ωB97M-V with the def2-TZVPD basis set.

As for the charge: 0. Its gap between HOMO and LUMO (alpha / beta) is 8.0 / 8.0 eV. The calculation puts the total energy at -233.20886 a.u. The highest occupied orbital energy (alpha / beta) comes out at -9.37 / -9.37 eV. The value obtained for the lowest unoccupied orbital energy (alpha / beta) is -1.400 / -1.399 eV.

Each line ends with the natural charge from an NBO analysis.
Element x y z (Å)
C1 1.12234 0.78008 0.95375  -0.7213
C2 -1.47791 -0.73811 0.03999  -0.6082
C3 2.05579 -1.08186 -0.64614  -0.4998
C4 -0.35588 -0.40375 -0.88274  -0.5122
C5 3.13629 -1.67959 -0.75816  0.0336
C6 0.91438 -0.18062 -0.15553  0.3588
H1 1.56822 0.28821 1.85967  0.2801
H2 -0.62708 0.59005 -1.32082  0.2386
H3 -0.10933 -1.02645 -1.76911  0.2599
H4 0.13272 1.34463 1.08540  0.2277
H5 -1.48836 -1.83498 0.35740  0.2229
H6 -1.35266 -0.23535 1.08322  0.2137
H7 -2.45837 -0.60355 -0.35645  0.2292
H8 1.92616 1.45244 0.58710  0.2771

No. 3
This record from OMol25 describes 2 unconnected molecules or ions with the total composition C2H3INO2S. The level of theory is ωB97M-V with the def2-TZVPD basis set.

As for the charge: -1. Its gap between HOMO and LUMO is 7.6 eV. The calculation puts the total energy at -979.19367 a.u. The highest occupied orbital energy comes out at -4.36 eV. The value obtained for the lowest unoccupied orbital energy is 3.281 eV.

Each line ends with the natural charge from an NBO analysis.
Element x y z (Å)
I1 -1.00626 2.12871 -1.62962  -0.5850
S1 0.18847 1.76421 0.72275  1.5284
O1 0.21471 3.11786 1.31232  -0.9415
O2 -0.79244 0.78518 1.25734  -0.9837
N1 2.20861 -0.84620 0.15359  -0.3598
C1 1.20261 -1.22863 -0.11694  0.3034
C2 -0.16385 -1.39170 -0.46420  -0.7643
H1 -0.42431 -2.39411 -0.51584  0.2240
H2 -0.85148 -1.13119 0.47186  0.3038
H3 -0.57605 -0.80413 -1.19125  0.2748